The following is a DFT calculation (ωB97M-V/def2-TZVPD) of one molecule with the formula C8H7NOS2 in a non-equilibrium geometry.

```
! wB97M-V def2-TZVPD RIJCOSX def2/J DEFGRID3
* xyz 0 1
N 5.73364 0.07249 -0.12210
C 4.66916 0.10539 0.18610
C 3.21854 0.23348 0.57934
C 2.36255 0.08018 -0.32239
C 0.88495 0.17505 -0.04992
C 0.26120 1.40755 -0.19511
C -1.21637 1.55379 -0.17433
C -2.14691 0.53559 -0.19818
C -3.53045 0.85178 -0.01512
O -4.15387 -0.05588 0.96720
S -1.70887 -1.04079 -0.75938
S 0.01118 -1.27223 0.40239
H 3.04101 0.44021 1.61994
H 2.80473 -0.08855 -1.44981
H 1.00324 2.37361 -0.12980
H -1.59123 2.58110 -0.13861
H -4.08175 0.90877 -1.12287
H -3.90645 1.90922 0.41552
H -4.02722 -0.83337 0.77213
*
```

Values from the calculation:
DFT total energy (hartree): -1235.2381
HOMO energy (eV): -8.490
SMILES: N#C/C=C/C1=CC=C(CO)SS1
Kohn-Sham gap (Ha): 0.27401

These are the Löwdin partial charges, in e, on atoms 1 to 5: 0.144, -0.216, -0.111, -0.177, -0.626